a:
Here is C5H7FO2 in the gas phase from OMol25. Energies are from ωB97M-V/def2-TZVPD.

Each line ends with the Mulliken charge.
CARTESIAN COORDINATES (ANGSTROEM)
1 C 2.327 0.491 -0.390  -0.215
2 C 1.058 -0.117 -0.807  -0.368
3 C -0.072 -0.114 -0.151  0.391
4 C -1.427 -0.628 -0.588  -0.402
5 C -1.582 0.196 1.449  -0.144
6 H 2.071 1.304 0.272  0.237
7 H 2.955 -0.247 0.120  0.208
8 H 1.059 -0.625 -1.740  0.357
9 H -1.587 -1.681 -0.431  0.251
10 H -1.712 -0.399 -1.636  0.282
11 H -1.587 -0.792 1.945  0.279
12 H -1.961 1.004 2.084  0.209
13 O -2.319 0.048 0.283  -0.377
14 O -0.278 0.587 1.034  -0.406
15 F 3.055 0.974 -1.444  -0.302

Computed properties:
SMILES: FC/C=C1/COCO1
HOMO-LUMO gap: 10.1 eV
Total charge: 0


b:
Here is C5H7FO2 in the gas phase from OMol25. Energies are from ωB97M-V/def2-TZVPD.

Each line ends with the Mulliken charge.
CARTESIAN COORDINATES (ANGSTROEM)
1 C 1.115 0.140 0.795  0.340
2 C 1.003 -0.763 1.810  -0.830
3 C 0.154 1.011 -0.014  0.204
4 C -0.050 0.584 -1.707  -0.504
5 C -1.583 -0.558 -0.257  -0.133
6 H 1.752 -0.994 2.448  0.399
7 H -0.037 -1.080 2.202  0.207
8 H 0.410 2.093 0.219  0.365
9 H 0.619 -0.112 -2.168  0.255
10 H -0.071 1.307 -2.398  0.359
11 H -0.501 -1.268 0.041  0.218
12 H -2.637 -1.112 -0.143  0.245
13 O -1.382 -0.246 -1.744  -0.428
14 O -1.177 0.613 0.444  -0.422
15 F 2.384 0.385 0.472  -0.275

Computed properties:
SMILES: C=C(F)[C@H]1COCO1
HOMO-LUMO gap: 10.2 eV
Total charge: 0


Question: of the structures shown, which is the least stable? Reply: b.